Computed, not measured: a molecular structure, C11H10BrF3NiO3S in a non-equilibrium geometry, with wB97M-V/def2-TZVPD.

LUMO level (spin up / spin down) ... 5.607 / 5.557 eV
Expectation value of S² ... 2.02
Orbital gap (spin up / spin down) ... 5.44 / 5.78 eV
Net charge ... -2
HOMO energy (spin up / spin down) ... 0.2 / -0.2 eV
2S+1 ... 3

Each line ends with the Löwdin spin population.
Element x y z (Å)
C 1.534 2.195 -1.264  0.0392
C 2.426 1.673 -0.326  0.0302
C 2.188 0.263 -0.190  0.0479
H 3.214 2.214 0.217  0.0007
C 1.133 -0.096 -1.060  0.0192
C 0.664 1.112 -1.744  0.0297
H 0.166 1.108 -2.721  0.0009
H 1.514 3.206 -1.671  0.0017
H 2.782 -0.410 0.416  0.0022
H 0.728 -1.087 -1.243  -0.0001
Ni -1.107 1.020 -0.682  1.3736
Br -0.319 1.133 1.432  0.1515
C -2.952 0.065 -0.646  0.0615
C -2.542 0.336 -1.979  0.0598
C -2.265 1.739 -2.086  0.0519
H -2.546 -0.374 -2.802  0.0062
C -2.585 2.349 -0.829  0.0412
C -2.933 1.298 0.083  0.0601
H -3.224 1.434 1.117  0.0030
H -3.237 -0.908 -0.250  0.0055
H -2.042 2.273 -2.998  0.0045
H -2.525 3.406 -0.590  0.0038
F 1.854 -4.694 1.829  0.0000
C 1.497 -3.815 2.801  0.0001
F 0.257 -4.162 3.247  0.0000
F 2.373 -3.896 3.833  0.0000
S 1.475 -2.055 2.111  0.0011
O 2.906 -1.824 1.871  0.0002
O 0.671 -2.187 0.897  0.0000
O 0.895 -1.313 3.226  0.0043

***

Computed, not measured: a single CBrIN4 molecule in a non-equilibrium geometry, with wB97M-V/def2-TZVPD.

SMILES ... Brc1nnn(I)n1
LUMO level ... -1.678 eV
Orbital gap ... 8.21 eV
Net charge ... 0
HOMO energy ... -9.9 eV

Each line ends with the natural charge from an NBO analysis.
Element x y z (Å)
Br -0.922 -0.609 -2.568  0.1756
C -0.505 -0.081 -0.939  0.1062
N -0.938 1.012 -0.284  -0.2486
N -0.291 0.987 0.824  -0.0428
N 0.554 -0.037 0.786  -0.1543
I 1.716 -0.479 2.469  0.4340
N 0.386 -0.793 -0.287  -0.2700

***

Computed, not measured: a gas-phase ion, C4H12N3 (charge +1) in a non-equilibrium geometry, with wB97M-V/def2-TZVPD.

SMILES ... CC/N=[N+](\C)CN
LUMO level ... -4.868 eV
Orbital gap ... 9.09 eV
Net charge ... +1
HOMO energy ... -14.0 eV

Each line ends with the natural charge from an NBO analysis.
Element x y z (Å)
C -2.340 1.216 -0.204  -0.6286
C -1.711 -0.099 0.283  -0.2849
N -0.323 0.390 0.260  0.0487
N 0.695 -0.274 0.047  0.0123
C 0.578 -1.753 -0.002  -0.5055
C 2.116 0.128 -0.080  -0.0932
N 2.645 1.410 0.064  -0.8177
H -3.293 1.269 0.193  0.2350
H -1.734 2.147 0.042  0.2586
H -2.601 1.160 -1.313  0.2381
H -1.668 -0.994 -0.446  0.2294
H -1.791 -0.290 1.396  0.2679
H 1.607 -2.046 -0.262  0.2473
H 0.099 -2.224 0.856  0.2626
H -0.163 -2.176 -0.838  0.2578
H 2.501 -0.196 -1.094  0.2347
H 2.676 -0.371 0.639  0.2379
H 2.429 2.128 -0.538  0.3881
H 3.179 1.765 0.852  0.4116

***

Computed, not measured: 17 unconnected molecules or ions with the total composition C2H39NO16S2 in a non-equilibrium geometry, with wB97M-V/def2-TZVPD.

LUMO level (spin up / spin down) ... -4.506 / -8.347 eV
Expectation value of S² ... 0.75
Orbital gap (spin up / spin down) ... 8.52 / 4.68 eV
Net charge ... +1
HOMO energy (spin up / spin down) ... -13.0 / -13.0 eV
2S+1 ... 2

Each line ends with the Löwdin spin population.
Element x y z (Å)
N 0.137 0.041 0.782  0.0092
C 0.498 -0.805 -0.358  0.0008
C 1.463 -0.306 -1.415  0.0691
S 3.113 0.181 -0.759  0.5295
S 4.270 0.673 -2.354  0.3050
H -0.863 -0.137 0.895  0.0004
H 0.253 1.035 0.659  0.0003
H 1.040 -1.674 0.011  -0.0003
H -0.435 -1.183 -0.838  0.0017
H 1.408 -1.180 -2.169  0.0224
H 1.009 0.476 -2.036  0.0103
H 3.594 1.673 -2.878  0.0247
H -1.487 -2.869 -2.653  0.0000
H -1.275 -1.753 -3.708  0.0000
O -1.970 -2.298 -3.324  0.0001
H -1.490 -3.309 0.540  0.0000
H -0.297 -3.330 1.456  0.0000
O -0.605 -3.704 0.614  0.0000
H 0.097 -3.365 -1.375  0.0001
H 0.736 -3.699 -2.710  0.0000
O 0.334 -2.963 -2.231  0.0074
H 2.474 3.561 1.967  0.0000
H 1.797 2.147 2.161  -0.0003
O 2.048 2.836 1.463  0.0122
H -2.865 -1.080 0.075  0.0000
H -3.842 -2.136 0.382  0.0000
O -2.976 -1.829 0.670  0.0000
H 1.770 0.261 3.272  0.0000
H 0.531 1.039 3.169  0.0001
O 1.488 1.188 3.369  0.0001
H -3.118 -1.254 -2.325  0.0000
H -2.341 0.031 -1.821  0.0000
O -3.130 -0.507 -1.686  0.0001
H 1.631 -2.118 2.034  -0.0001
H 0.764 -0.911 2.014  0.0002
O 1.365 -1.398 2.616  0.0005
H 0.654 4.039 -0.857  0.0001
H 1.818 2.871 -0.634  0.0041
O 1.054 3.206 -1.103  0.0014
H -0.992 2.552 1.608  0.0000
H 0.076 3.525 1.203  0.0000
O -0.865 3.364 1.078  0.0001
H -1.768 -2.260 3.298  0.0000
H -0.307 -2.077 3.778  0.0000
O -0.960 -2.738 3.534  0.0000
H -2.916 -1.234 2.326  0.0000
H -3.970 -0.811 3.373  0.0000
O -3.022 -0.872 3.226  0.0000
H -1.028 1.577 -4.276  0.0000
H -0.405 1.354 -2.878  0.0001
O -0.700 0.894 -3.687  0.0003
H -1.697 2.467 -1.109  0.0000
H -0.276 2.211 -0.990  0.0000
O -1.123 1.690 -1.134  0.0006
H -2.157 1.256 2.062  0.0000
H -2.221 0.976 3.501  0.0000
O -1.632 1.420 2.865  0.0000
H -3.756 1.203 0.180  0.0000
H -2.266 0.872 -0.173  0.0000
O -2.933 0.866 0.554  0.0000

***

Computed, not measured: a molecular structure, C11H11NO in a non-equilibrium geometry, with wB97M-V/def2-TZVPD.

LUMO level ... -0.002 eV
Orbital gap ... 8.26 eV
Net charge ... 0
HOMO energy ... -8.3 eV

Each line ends with the natural charge from an NBO analysis.
Element x y z (Å)
C 2.231 -0.099 -0.603  -0.2940
C 0.737 0.129 -0.681  -0.0932
C 0.308 0.988 -1.695  0.3163
C -1.105 1.393 -1.740  -0.2718
C -1.916 0.781 -0.865  -0.1597
C -1.503 -0.308 -0.012  -0.1127
C -2.443 -0.694 0.942  -0.1684
C -1.990 -1.462 2.087  -0.2346
C -0.536 -1.516 2.484  -0.2049
C 0.385 -0.796 1.596  -0.1978
C -0.148 -0.396 0.277  -0.0249
H 3.590 0.465 1.376  0.2977
H 2.330 1.886 0.012  0.3505
H 2.356 -1.032 -0.206  0.1915
H 2.627 -0.225 -1.553  0.2217
H 0.563 1.388 -3.621  0.4798
H -1.432 1.939 -2.655  0.2215
H -3.077 0.457 -1.108  0.2195
H -3.682 -0.971 0.806  0.2336
H -2.842 -1.769 2.749  0.2180
H -0.285 -1.624 3.648  0.2345
H 1.435 -0.887 1.531  0.2160
N 3.202 0.854 -0.037  -0.7483
O 1.196 1.500 -2.733  -0.6901

***

Computed, not measured: 2 unconnected molecules or ions with the total composition C2H6N2O4 in a non-equilibrium geometry, with wB97M-V/def2-TZVPD.

SMILES ... C[N+](=O)[O-].C[N+](=O)[O-]
LUMO level ... -0.710 eV
Orbital gap ... 9.40 eV
Net charge ... 0
HOMO energy ... -10.1 eV

Each line ends with the natural charge from an NBO analysis.
Element x y z (Å)
C -2.318 -0.996 -1.030  -0.4720
N -0.966 -0.512 -0.603  0.5243
O -0.654 -0.826 0.569  -0.3826
O -0.238 0.030 -1.436  -0.3060
H -2.256 -1.595 -1.939  0.2441
H -2.863 -0.057 -1.129  0.2371
H -2.695 -1.605 -0.209  0.2372
C 1.175 0.758 1.199  -0.5342
N 2.393 0.885 0.343  0.5329
O 3.370 1.430 0.834  -0.3930
O 2.386 0.328 -0.746  -0.3800
H 1.482 0.354 2.164  0.2206
H 0.459 0.056 0.772  0.2574
H 0.726 1.751 1.213  0.2141